A single C5H9NO molecule at a distorted geometry. Source: the OMol25 dataset; level of theory: ωB97M-V with the def2-TZVPD basis set.

Highest occupied orbital energy ... -9.2 eV
SMILES ... [H]/N=C/CCC(C)=O
E_tot ... -325.804726 hartree
Spin multiplicity ... 1

Last columns: bonded neighbours and bond lengths (Å).
Element x y z (Å)
1 C 0.6293 0.7267 0.5380  C2 1.555, C4 1.558, H9 1.090, H10 1.090
2 C 1.5739 0.0846 -0.5168  C1 1.555, C5 1.506, H11 1.090, H12 1.089
3 C -1.8318 0.8248 -0.2562  C4 1.511, H14 1.090, H15 1.091, H16 1.087
4 C -0.7516 0.0144 0.4225  C1 1.558, C3 1.511, O7 1.254
5 C 0.9936 -1.3038 -0.5639  C2 1.506, N6 1.233, H13 1.219
6 N 1.1069 -2.1861 0.2895  C5 1.233, H8 1.122
7 O -1.0420 -0.9406 1.1807  C4 1.254
8 H 0.0929 -2.2874 0.7582  N6 1.122
9 H 0.5559 1.8025 0.3818  C1 1.090
10 H 1.0264 0.5220 1.5322  C1 1.090
11 H 1.4734 0.5770 -1.4845  C2 1.090
12 H 2.6109 0.0591 -0.1866  C2 1.089
13 H -0.1535 -1.0245 -0.8674  C5 1.219
14 H -1.4878 1.1784 -1.2276  C3 1.090
15 H -2.0497 1.7080 0.3460  C3 1.091
16 H -2.7470 0.2450 -0.3459  C3 1.087